(1)
The following is a DFT calculation (ωB97M-V with the def2-TZVPD basis set) of a gas-phase ion, C3H9N2 (charge +1) at a distorted geometry.

Geometry as XYZ:
```
14
Properties=species:S:1:pos:R:3:nbo_charge:R:1
H -0.330 2.197 -0.232 0.36
N -1.024 1.501 -0.004 -0.60
C -0.846 0.292 -0.040 0.39
C -1.850 -0.758 0.162 -0.71
C 0.794 -0.445 -0.482 -0.34
N 1.796 0.375 0.257 -0.68
H -1.533 -1.711 -0.254 0.23
H -2.051 -0.886 1.225 0.26
H -2.784 -0.452 -0.307 0.27
H 0.793 -1.459 -0.105 0.23
H 0.939 -0.394 -1.552 0.24
H 2.714 -0.087 0.306 0.45
H 1.462 0.536 1.220 0.45
H 1.920 1.290 -0.194 0.44
```

## Properties
Net charge: +1
Kohn-Sham gap in eV: 9.926
E_LUMO in eV: -4.00
Maximum force in eV/A: 4.2
Calculated total energy in Eh: -228.91239
HOMO in eV: -13.92

***

(2)
The following is a DFT calculation (ωB97M-V with the def2-TZVPD basis set) of a single C4H7FO molecule at a distorted geometry.

Geometry as XYZ:
```
13
Properties=species:S:1:pos:R:3:nbo_charge:R:1
C 1.632 -0.053 0.125 -0.63
C 0.178 0.334 -0.007 0.16
C -0.727 -0.642 -0.803 0.04
F -0.477 -1.946 -0.419 -0.36
C -0.284 1.693 0.054 -0.12
O -0.407 0.783 1.188 -0.49
H 2.094 -0.452 -0.780 0.22
H 1.630 -0.681 0.983 0.24
H 2.156 0.925 0.329 0.21
H -1.756 -0.351 -0.525 0.17
H -0.533 -0.628 -1.864 0.17
H 0.379 2.524 0.361 0.20
H -1.217 1.920 -0.448 0.19
```

## Properties
Kohn-Sham gap in eV: 11.307
E_LUMO in eV: 0.96
Maximum force in eV/A: 2.5
Calculated total energy in Eh: -331.65904
HOMO in eV: -10.35

***

(3)
The following is a DFT calculation (ωB97M-V with the def2-TZVPD basis set) of 2 unconnected molecules or ions with the total composition C3H3FN2 at a distorted geometry.

Geometry as XYZ:
```
9
Properties=species:S:1:pos:R:3:nbo_charge:R:1
C -1.736 -1.342 0.851 -0.26
C -1.179 -0.318 0.503 0.16
N -0.274 0.594 0.467 -0.50
C 0.285 1.568 0.041 0.69
N 1.230 2.309 -0.174 -0.72
H -2.522 -2.010 0.928 0.22
H 1.195 3.303 -0.309 0.40
F 1.323 -2.073 -0.731 -0.55
H 1.677 -2.030 -1.576 0.56
```

## Properties
Kohn-Sham gap in eV: 9.460
E_LUMO in eV: 0.55
Maximum force in eV/A: 2.4
Calculated total energy in Eh: -325.37185
HOMO in eV: -8.91

***

Q: Which value of Kohn-Sham gap does entry 3 give?
A: 9.460 eV